*P*
Below is an isolated ion of composition C5H8NOS and charge +1, with properties calculated with ωB97M-V/def2-TZVPD.

Its net charge is +1. As for the gap between HOMO and LUMO: 8.68 eV. The value obtained for the HOMO energy is -12.506 eV. As for the SMILES: [NH3+][C@@H](S)c1ccco1.

The geometry in XYZ format:
```
16
C5H8NOS ωB97M-V/def2-TZVPD
N 1.2825 -0.1589 -1.4470
C 0.3484 0.7658 -0.7097
S -0.9521 1.1829 -1.8399
C -0.3761 -0.1849 0.4644
C -1.3290 0.1416 1.4071
C -1.6836 -1.0774 2.0297
C -0.9576 -1.9970 1.3560
O -0.1900 -1.4885 0.4121
H 2.0057 0.5650 -1.6099
H 1.6292 -0.9418 -0.8478
H 0.7763 -0.5647 -2.3671
H 0.9010 1.5480 -0.1898
H -1.2313 -0.1300 -2.0380
H -1.7893 1.1222 1.5731
H -2.3138 -1.2809 2.8360
H -0.9799 -3.0493 1.4472
```

*Q*
Below is an isolated ion of composition C5H8NOS and charge +1, with properties calculated with ωB97M-V/def2-TZVPD.

Its net charge is +1. As for the gap between HOMO and LUMO: 9.41 eV. The value obtained for the HOMO energy is -12.991 eV. As for the SMILES: [NH3+][C@H](O)c1ccsc1.

The geometry in XYZ format:
```
16
C5H8NOS ωB97M-V/def2-TZVPD
N 1.2980 -0.7130 -0.5730
C 0.4814 -0.4270 0.6445
O -0.0793 -1.8173 0.8527
C -0.5030 0.6614 0.3821
C -1.4878 0.7558 -0.6230
C -2.1942 1.9157 -0.4905
S -1.7405 2.8827 0.8735
C -0.5409 1.7390 1.2281
H 2.0451 -0.1346 -0.8660
H 1.7538 -1.6404 -0.7192
H 0.7347 -0.7270 -1.3493
H 1.2956 -0.2535 1.5012
H 0.0733 -2.2214 1.6775
H -1.7133 0.1049 -1.3344
H -3.0488 2.3029 -1.1715
H 0.1831 1.7192 2.0796
```

*R*
Below is a 2-piece molecular cluster, C5H8NOS overall, with properties calculated with ωB97M-V/def2-TZVPD.

Its net charge is +1. As for the gap between HOMO and LUMO (spin up / spin down): 7.59 / 7.48 eV. The value obtained for the HOMO energy (spin up / spin down) is -12.319 / -12.099 eV.

The geometry in XYZ format:
```
16
C5H8NOS ωB97M-V/def2-TZVPD
C -2.7720 0.3241 -0.8641
C -1.4139 0.1065 -1.2546
C -2.8489 0.4168 0.4756
C -0.8287 -0.0161 -0.0597
C 1.9673 0.1141 0.6439
N 2.2311 -1.1995 0.0900
O -1.5574 0.3313 1.0081
S 2.6962 1.4656 -0.1620
H -3.7009 0.3418 -1.3972
H -0.9276 -0.1412 -2.1465
H -3.5149 0.4660 1.2908
H 1.4125 0.0866 1.5881
H 1.8533 -1.8870 0.7097
H 1.8815 -1.4660 -0.7918
H 3.2086 -1.3181 0.1095
H 2.3137 2.3751 0.7604
```

Least stable of them? *R*.

*P*
Below is one molecule with the formula C5H10N2O3S, with properties calculated with ωB97M-V/def2-TZVPD.

As for the gap between HOMO and LUMO (spin up / spin down): 7.55 / 7.55 eV. The value obtained for the HOMO energy (spin up / spin down) is -7.776 / -7.776 eV.

The geometry in XYZ format:
```
21
C5H10N2O3S ωB97M-V/def2-TZVPD
C -1.4014 -0.6146 -0.4320
C -0.7721 -0.8870 -1.7272
C 0.5163 0.2319 0.5516
C -1.5436 0.0337 1.8994
C 1.0483 -0.9849 -3.1674
N -0.7093 -0.2205 0.6771
N 0.4802 -0.7190 -1.8654
O 1.0860 0.1198 3.1227
O 2.5786 1.5490 1.6599
O 0.4258 2.2776 2.1939
S 1.2934 0.9281 1.9825
H -2.5349 -0.6552 -0.3731
H -1.4151 -1.2182 -2.5736
H 1.1331 -0.2317 -0.2509
H -1.4311 1.1412 1.9855
H -2.5619 -0.2112 1.7389
H -1.0448 -0.1990 2.8326
H 1.0959 -0.1442 -3.8177
H 2.0539 -1.3438 -2.9030
H 0.5513 -1.8493 -3.6974
H 1.1514 2.9974 2.1636
```

*Q*
Below is one molecule with the formula C5H10N2O3S, with properties calculated with ωB97M-V/def2-TZVPD.

As for the gap between HOMO and LUMO (spin up / spin down): 9.48 / 7.47 eV. The value obtained for the HOMO energy (spin up / spin down) is -9.760 / -8.725 eV.

The geometry in XYZ format:
```
21
C5H10N2O3S ωB97M-V/def2-TZVPD
C -1.4355 -1.4568 1.4554
C -1.5682 -0.2164 0.5081
C 0.7836 -0.2928 -0.0535
C 2.0972 -0.0555 0.6579
C -0.6019 1.6745 -0.4080
N -0.3473 -1.9566 1.7031
N -0.3212 0.4664 0.3991
O -0.6098 -0.7215 -2.1553
O 1.3369 0.6812 -2.1305
O 1.5768 -1.8072 -2.0156
S 0.7852 -0.6186 -1.8440
H -2.5076 -1.9022 1.8287
H -1.9177 -0.6887 -0.4607
H -2.2225 0.4263 1.0534
H 2.5478 -1.0202 0.5919
H 1.7158 0.2124 1.6090
H 2.5507 0.7118 0.0784
H 0.3139 1.9434 -0.9884
H -1.1063 1.3655 -1.3737
H -1.0611 2.3883 0.1378
H -0.0089 0.8668 1.4069
```

*R*
Below is C5H10N2O3S as an isolated structure, with properties calculated with ωB97M-V/def2-TZVPD.

As for the gap between HOMO and LUMO: 9.82 eV. The value obtained for the HOMO energy is -9.593 eV.

The geometry in XYZ format:
```
21
C5H10N2O3S ωB97M-V/def2-TZVPD
C 1.8589 -0.3792 -0.5046
C 1.6517 1.1202 0.8540
C -0.3836 1.0554 -0.9584
C -0.1253 -0.7755 0.8924
C 0.6056 0.2952 0.0174
N -2.7705 -0.8334 -0.7290
N -1.3572 -0.0941 1.2329
O -3.1955 1.4139 0.5088
O 2.7330 0.3993 0.3235
O -0.4139 -1.9052 0.1141
S -2.3223 0.4351 -0.0087
H 1.7792 -1.5182 -0.4829
H 2.1060 -0.2387 -1.4968
H 1.6835 2.1803 0.3976
H 1.6590 1.3505 1.9647
H -0.2433 2.1019 -0.9214
H -0.3964 0.4678 -1.8876
H 0.4657 -0.9210 1.8143
H -3.2542 -0.5667 -1.6045
H -1.7283 -0.3359 2.1639
H -1.3503 -1.8538 -0.3625
```

Least stable of them? *Q*.

*P*
Below is an isolated ion of composition C5H9N2O2 and charge +1, with properties calculated with ωB97M-V/def2-TZVPD.

Its net charge is +1. As for the gap between HOMO and LUMO: 10.28 eV. The value obtained for the HOMO energy is -14.896 eV. As for the SMILES: C/C(CO)=[N+](\C)N=C=O.

The geometry in XYZ format:
```
18
C5H9N2O2 ωB97M-V/def2-TZVPD
C -0.8770 -0.3730 0.8183
C 0.2079 -0.3067 -0.1340
C 1.2439 -1.4077 -0.3139
O 2.0240 -1.3168 0.7810
N 0.4335 0.7718 -0.8041
C -0.3346 2.0113 -0.5119
N 1.4790 0.8932 -1.6398
C 2.2330 1.6575 -2.1492
O 3.1405 2.0951 -2.7005
H -0.5589 0.3392 1.7310
H -0.9343 -1.3884 1.3343
H -1.8566 -0.0632 0.4092
H 1.8037 -1.2738 -1.2511
H 0.7821 -2.3296 -0.3314
H 2.1468 -2.2365 0.9879
H -1.3122 1.7772 -0.2479
H 0.1081 2.4418 0.3775
H -0.1589 2.8220 -1.3557
```

*Q*
Below is an isolated ion of composition C5H9N2O2 and charge +1, with properties calculated with ωB97M-V/def2-TZVPD.

Its net charge is +1. As for the gap between HOMO and LUMO: 9.66 eV. The value obtained for the HOMO energy is -14.471 eV.

The geometry in XYZ format:
```
18
C5H9N2O2 ωB97M-V/def2-TZVPD
C 0.4294 -0.4991 0.8829
C 0.7445 -0.3695 -1.5117
C -0.3152 -1.7220 0.2943
C -0.0316 -1.5860 -1.1878
C 0.6571 1.9661 0.7375
N -1.4440 0.8562 0.0330
N -0.0326 0.6668 0.4019
O 1.3784 -0.5888 1.5780
O 1.4558 0.3511 -2.0254
H 0.1454 -2.8201 0.5700
H -1.3569 -1.7646 0.5862
H -0.9517 -1.5420 -1.7288
H 0.4248 -2.4633 -1.6530
H 1.4941 1.7324 1.5007
H 1.0089 2.5595 -0.1330
H -0.1536 2.3971 1.2299
H -2.0034 1.0713 0.8594
H -1.4492 1.7550 -0.4341
```

Least stable of them? *Q*.

*P*
Below is one molecule with the formula C3H4N4O2, with properties calculated with ωB97M-V/def2-TZVPD.

As for the gap between HOMO and LUMO: 8.68 eV. The value obtained for the HOMO energy is -8.606 eV. As for the SMILES: [O-]/[N+](O)=N\c1cnc[nH]1.

The geometry in XYZ format:
```
13
C3H4N4O2 ωB97M-V/def2-TZVPD
O 1.8694 -1.2413 0.0063
N 1.8385 -0.0280 0.0011
O 3.0620 0.6398 -0.1682
N 0.9828 0.8151 -0.2311
C -0.3482 0.5133 -0.2664
C -1.4683 1.2759 0.0483
N -2.4640 0.4504 0.2366
C -2.0068 -0.7628 0.0637
N -0.7158 -0.7796 -0.1819
H 3.7702 0.1130 0.2266
H -1.7388 2.3666 0.0063
H -2.5795 -1.7305 0.2864
H -0.2014 -1.6319 -0.0276
```

*Q*
Below is one molecule with the formula C3H4N4O2, with properties calculated with ωB97M-V/def2-TZVPD.

As for the gap between HOMO and LUMO: 9.78 eV. The value obtained for the HOMO energy is -10.458 eV. As for the SMILES: [H]/N=c1\nnoc(=O)n1C.

The geometry in XYZ format:
```
13
C3H4N4O2 ωB97M-V/def2-TZVPD
H -0.6106 0.6154 2.7023
N -0.0461 0.0451 2.1285
C -0.2846 0.4978 1.0191
N -1.0376 1.6326 0.8132
N -1.5161 1.9986 -0.2142
O -1.2417 1.2123 -1.3275
C -0.4405 0.1724 -1.3338
O -0.1838 -0.3595 -2.3612
N 0.1474 -0.1708 -0.1650
C 1.1083 -1.2369 -0.2920
H 1.1612 -1.7075 -1.2907
H 2.0279 -0.7183 -0.1748
H 0.9162 -1.9813 0.4962
```

Least stable of them? *P*.

*P*
Below is a 2-piece molecular cluster, C2H8OS overall, with properties calculated with ωB97M-V/def2-TZVPD.

As for the gap between HOMO and LUMO: 9.42 eV. The value obtained for the HOMO energy is -8.594 eV. As for the SMILES: CSC.O.

The geometry in XYZ format:
```
12
C2H8OS ωB97M-V/def2-TZVPD
C 1.6293 -0.1438 1.2760
S 1.1296 -0.0561 -0.4218
C -0.5688 -0.7317 -0.2990
H 2.6461 0.2730 1.3703
H 1.6440 -1.1898 1.6260
H 0.9503 0.4347 1.9248
H -0.5782 -1.6287 0.3427
H -0.9504 -1.0084 -1.2962
H -1.2445 0.0218 0.1397
O -1.6207 1.1488 -1.8985
H -0.9017 1.7913 -1.7022
H -2.1351 1.0889 -1.0618
```

*Q*
Below is a 2-piece molecular cluster, C2H8OS overall, with properties calculated with ωB97M-V/def2-TZVPD.

As for the gap between HOMO and LUMO: 10.31 eV. The value obtained for the HOMO energy is -9.615 eV. As for the SMILES: CCO.S.

The geometry in XYZ format:
```
12
C2H8OS ωB97M-V/def2-TZVPD
C 1.5207 -0.4147 -1.0583
C 0.7509 0.0574 0.1882
O -0.1187 1.1543 -0.2056
H 0.7810 -0.6658 -1.8248
H 2.0935 -1.3244 -0.9632
H 2.1245 0.3759 -1.5031
H 0.1271 -0.7479 0.5946
H 1.5561 0.4226 0.9427
H -0.3087 1.9566 0.3177
S -3.0817 -0.7023 0.8393
H -2.7907 0.6817 0.5833
H -2.6540 -0.7934 2.0892
```

Least stable of them? *Q*.